This record from OMol25 describes a cluster of 17 separate species, C37H59ClN17O5S2 in total. The level of theory is ωB97M-V with the def2-TZVPD basis set.

LUMO level: 1.488 eV
E_HOMO: -6.55 eV
Total energy: -4008.205873 Eh
Net charge: -1

Each line ends with the Mulliken charge.
Element x y z (Å)
C: 0.45 4.97 -0.70  -0.90
C: 1.08 3.45 -0.39  0.12
O: 1.28 2.83 -1.71  -0.19
S: 2.01 1.27 -1.56  0.81
O: 3.10 1.23 -2.70  -0.71
O: 2.80 1.09 -0.24  -0.58
N: 0.88 0.01 -1.93  -0.50
S: -0.23 -0.32 -0.63  1.02
O: 0.41 -0.50 0.77  -0.47
O: -0.90 -1.71 -0.97  -0.73
C: -1.64 0.90 -0.44  -0.71
C: -2.05 1.70 -1.81  0.43
C: -3.13 2.91 -1.39  -0.93
Cl: -3.05 0.52 -2.87  -0.22
H: -0.27 5.33 0.15  0.29
H: 1.39 5.66 -0.88  0.27
H: -0.09 4.86 -1.76  0.19
H: 2.08 3.55 0.25  0.31
H: 0.30 2.90 0.29  0.00
H: -2.60 0.26 -0.14  0.05
H: -1.46 1.62 0.49  0.31
H: -1.17 2.21 -2.38  0.33
H: -2.89 3.91 -1.96  0.23
H: -3.08 3.17 -0.24  0.22
H: -4.24 2.61 -1.61  0.45
C: -3.37 -1.44 2.98  0.19
C: -3.87 -0.83 1.68  0.40
N: -4.29 -0.32 0.60  -0.66
H: -2.37 -1.06 3.20  0.29
H: -4.04 -1.18 3.80  -0.29
H: -3.32 -2.53 2.88  0.07
C: 2.48 0.09 3.67  0.01
C: 1.42 1.17 3.90  0.36
N: 0.55 2.06 4.10  -0.58
H: 3.41 0.37 4.17  0.36
H: 2.13 -0.86 4.07  -0.16
H: 2.66 -0.02 2.60  0.04
C: 5.45 -0.97 -1.34  -0.23
C: 6.19 -1.39 -0.08  0.24
N: 6.80 -1.73 0.96  -0.54
H: 4.61 -1.64 -1.52  0.27
H: 5.07 0.05 -1.23  0.00
H: 6.13 -1.01 -2.20  0.27
C: 1.84 -4.08 2.38  -0.38
C: 1.74 -3.36 3.72  0.45
N: 1.66 -2.77 4.83  -0.65
H: 0.87 -4.50 2.11  0.19
H: 2.16 -3.37 1.61  0.23
H: 2.58 -4.89 2.45  0.08
C: 7.61 1.25 -4.60  -0.57
C: 8.18 -0.03 -5.18  0.20
N: 8.66 -1.09 -5.67  -0.45
H: 7.64 1.20 -3.50  0.25
H: 8.19 2.11 -4.93  0.36
H: 6.57 1.37 -4.92  0.19
C: -1.42 -6.63 3.64  -0.72
C: -2.48 -5.55 3.88  0.43
N: -3.35 -4.66 4.07  -0.50
H: -0.49 -6.35 4.14  0.22
H: -1.77 -7.58 4.04  0.31
H: -1.24 -6.73 2.57  0.26
C: -7.00 -2.12 5.19  -0.59
C: -5.83 -1.21 5.52  0.37
N: -4.86 -0.46 5.79  -0.51
H: -6.69 -2.89 4.47  0.24
H: -7.36 -2.61 6.10  0.10
H: -7.82 -1.54 4.75  0.33
C: -5.11 -4.65 8.00  -0.49
C: -6.56 -4.20 8.01  0.44
N: -7.77 -3.83 8.01  -0.55
H: -4.54 -4.08 8.75  0.26
H: -5.05 -5.71 8.24  0.29
H: -4.67 -4.47 7.02  0.10
C: -2.88 2.01 -6.68  -0.50
C: -2.98 2.72 -5.34  0.44
N: -3.07 3.31 -4.23  -0.50
H: -3.85 1.59 -6.95  0.29
H: -2.56 2.71 -7.45  -0.02
H: -2.15 1.20 -6.61  0.24
C: -7.84 1.91 1.19  -0.82
C: -6.62 2.42 0.44  0.39
N: -5.61 2.84 -0.18  -0.52
H: -7.85 0.82 1.19  0.24
H: -7.82 2.27 2.22  0.26
H: -8.75 2.27 0.70  0.30
C: -1.65 6.10 -7.54  -0.51
C: -1.95 5.03 -8.58  0.42
N: -2.19 4.14 -9.43  -0.56
H: -1.29 7.01 -8.04  0.30
H: -2.56 6.34 -6.98  0.28
H: -0.88 5.75 -6.85  0.04
C: -4.31 6.05 0.81  -0.44
C: -3.00 6.44 0.16  0.48
N: -1.90 6.77 -0.37  -0.56
H: -4.16 5.85 1.87  0.27
H: -5.04 6.85 0.69  0.32
H: -4.71 5.14 0.33  -0.03
C: 5.90 -5.80 2.62  -0.64
C: 4.60 -5.98 3.38  0.52
N: 3.52 -6.13 4.02  -0.58
H: 6.09 -6.67 1.99  0.21
H: 5.84 -4.91 1.99  0.23
H: 6.73 -5.68 3.32  0.29
C: 5.02 -10.09 3.52  -0.73
C: 6.24 -9.58 2.77  0.39
N: 7.25 -9.16 2.15  -0.47
H: 5.01 -11.18 3.53  0.31
H: 5.04 -9.73 4.55  0.26
H: 4.11 -9.73 3.04  0.25
C: 1.97 3.11 -7.00  -0.55
C: 1.61 4.50 -6.48  0.51
N: 1.32 5.64 -6.05  -0.61
H: 1.18 2.75 -7.67  0.26
H: 2.91 3.16 -7.56  0.30
H: 2.08 2.42 -6.17  0.17
C: 4.69 4.15 -2.90  -0.27
C: 6.00 4.55 -3.54  0.09
N: 7.10 4.88 -4.08  -0.51
H: 4.84 3.96 -1.83  0.28
H: 3.96 4.96 -3.01  0.32
H: 4.29 3.25 -3.37  0.10